# 1
Computed, not measured: a cluster of 13 separate species, C55H74F12N6O17S3 in total, with ωB97M-V/def2-TZVPD.

As for the HOMO energy: -9.40 eV. The calculation puts the frontier orbital gap at 9.5081 eV. The calculation puts the LUMO energy at 0.11 eV. As for the energy: -6140.64783 Eh. The calculation puts the energy relative to the best compared isomer or geometry (same formula, charge and spin) at 0.000 eV.

```
167
Properties=species:S:1:pos:R:3:forces:R:3:mulliken_charge:R:1
C 1.324430 0.924101 2.197743 -1.2 0.0 0.0 -0.914
C 1.633089 0.622251 0.742934 0.6 1.3 0.8 1.777
O 0.393900 0.465491 0.043087 -0.9 -0.1 0.6 0.746
C 0.380709 -0.273006 -1.029454 0.5 0.3 -1.1 -0.187
O 1.332416 -0.748399 -1.593660 -0.7 -0.4 0.3 -0.290
C -1.044466 -0.252260 -1.681336 0.0 0.5 1.5 0.310
F -2.027331 -0.757588 -0.918966 0.1 0.3 0.8 -0.120
F -1.348174 1.013293 -1.978351 -0.1 0.2 0.2 0.026
F -1.087090 -0.956257 -2.761592 0.7 -0.9 -1.9 -0.602
H 2.202207 0.960638 2.864691 -0.4 0.2 -0.6 -0.186
H 0.564814 0.252420 2.621971 0.7 -0.7 -0.2 0.173
H 0.705014 1.812270 2.218149 0.5 0.9 0.3 0.317
H 2.216945 -0.249283 0.695223 0.6 -1.1 -0.5 -1.093
H 2.181037 1.461880 0.272935 -0.3 -0.5 0.2 -0.166
C -1.815364 -3.263262 -5.872348 0.7 -3.0 2.0 -1.166
C -2.656944 -2.761487 -4.689661 -0.3 -1.0 -0.7 1.123
O -3.696095 -2.024923 -5.390774 -0.3 -0.4 0.6 -0.106
C -4.861236 -1.883318 -4.789256 0.8 1.9 -0.3 0.425
O -5.118370 -1.990131 -3.626504 -0.1 -0.6 0.0 -0.552
C -5.862778 -1.244087 -5.784452 -0.5 1.0 0.4 0.810
F -7.037758 -1.770776 -5.539970 -1.2 -0.7 0.0 -0.263
F -6.029905 0.107840 -5.536804 0.9 -1.4 -0.5 -0.205
F -5.570750 -1.452980 -7.068130 0.2 0.4 0.3 -0.235
H -2.364257 -4.069579 -6.433088 0.4 1.1 0.3 0.366
H -0.854391 -3.756379 -5.505022 -1.2 0.5 -0.2 0.199
H -1.478931 -2.481091 -6.479288 0.1 1.3 -1.1 0.344
H -2.150030 -2.173384 -3.950508 0.3 0.8 -0.3 -0.692
H -3.130376 -3.532468 -4.053686 0.1 -0.1 -0.8 0.418
C 3.219088 -5.305426 -1.028578 -1.0 0.6 -1.0 -1.038
C 2.799747 -4.024835 -0.332757 -0.1 -0.3 1.1 0.279
O 3.574215 -3.968953 0.907869 0.0 0.2 1.1 -0.293
C 3.142964 -3.126509 1.842431 0.1 -0.3 -0.7 0.269
O 2.210916 -2.383714 1.800538 -0.7 0.3 -0.6 -0.369
C 3.913229 -3.227909 3.151719 -0.3 -1.7 0.3 0.655
F 3.745482 -4.556659 3.567047 0.4 1.8 0.1 -0.283
F 5.210297 -2.988526 3.028056 0.1 -0.1 0.2 -0.158
F 3.389640 -2.392221 4.049790 0.4 -0.6 -0.1 -0.163
H 2.906952 -5.287070 -2.093966 0.0 0.1 0.7 0.154
H 2.728631 -6.182993 -0.585088 0.6 0.2 0.1 0.289
H 4.293833 -5.319799 -1.076364 0.5 -0.5 0.4 0.416
H 1.753825 -3.969852 -0.027305 -0.1 -0.3 -0.3 0.312
H 3.038317 -3.094370 -0.790958 0.2 0.5 -1.1 -0.023
C -2.162486 3.722165 2.004212 -0.6 -1.3 -0.2 -0.974
C -2.678787 2.331086 1.516462 1.6 0.0 0.5 -0.492
O -3.218715 2.396111 0.159148 -1.8 0.9 1.5 0.359
C -4.412656 3.057398 0.175892 1.7 -1.1 -0.3 -0.021
O -4.960204 3.556695 1.096516 -0.5 0.2 0.5 -0.521
C -4.938600 3.046660 -1.223855 -0.1 0.8 -3.6 0.866
F -5.035136 1.829512 -1.765102 0.1 -0.2 0.6 -0.175
F -6.142410 3.615010 -1.358510 0.7 0.1 0.4 -0.272
F -4.046681 3.724405 -2.081607 -1.1 -0.5 1.5 -0.261
H -1.694648 3.637685 2.990967 -0.3 0.0 -0.2 0.072
H -2.967041 4.448729 1.985345 -0.2 -0.1 0.5 0.528
H -1.442577 4.101534 1.326856 0.9 0.2 -0.8 -0.007
H -3.314154 1.888132 2.292089 -0.7 0.3 -0.7 0.455
H -1.905483 1.559096 1.381398 0.2 0.6 0.2 0.440
O 3.701641 3.068674 1.026109 -0.3 0.1 -0.1 -0.396
S 3.811790 4.328223 1.704694 0.4 1.9 -0.2 1.158
O 4.852473 5.273434 1.356288 -0.8 -1.3 0.3 -0.738
O 2.483521 5.206230 1.551956 1.8 0.1 0.3 -0.394
C 1.176756 4.834764 1.158152 -0.9 0.5 0.6 0.837
C 0.814466 5.477177 -0.165842 1.2 -0.5 0.2 -1.060
C 3.896374 4.023171 3.437438 -0.5 0.8 1.6 -0.804
H 0.555744 5.212257 1.992814 0.0 -0.3 -0.5 0.301
H 1.106767 3.767880 1.102182 -0.2 -0.7 0.0 -0.509
H 1.397413 4.941621 -0.927424 0.1 0.5 0.0 0.108
H 1.051599 6.552069 -0.148306 -0.3 -0.5 -0.2 0.347
H -0.208844 5.249643 -0.393000 -0.7 0.3 -0.1 0.355
H 2.913668 3.879616 3.910924 0.1 -0.5 -0.7 0.037
H 4.250189 4.911863 3.987394 0.2 -0.1 -0.7 0.449
H 4.552487 3.194114 3.697471 -0.1 -0.1 -0.4 0.304
O -2.327037 5.347074 -5.688839 0.4 0.2 0.3 -0.660
S -3.462062 4.575750 -6.082002 0.4 -0.1 -0.4 1.235
O -3.569022 4.212554 -7.460275 -0.1 -0.2 -0.1 -0.660
O -3.568963 3.278021 -5.172601 1.5 -0.2 -0.4 -0.154
C -2.186277 2.715449 -4.874703 -0.4 0.5 1.5 -0.659
C -2.188173 1.216023 -4.829524 -0.8 -0.1 0.3 0.232
C -4.904983 5.416049 -5.627019 -0.6 0.7 -1.3 -0.934
H -1.958872 3.108659 -3.883202 0.0 0.1 -0.1 0.105
H -1.400286 3.091362 -5.536172 -0.6 0.0 -0.2 0.492
H -2.985167 0.760914 -4.196343 0.2 0.6 -0.7 -0.057
H -1.266509 0.886708 -4.361214 0.3 0.2 -0.4 -0.653
H -2.246958 0.904624 -5.855311 -0.1 -0.8 -0.4 0.703
H -4.868481 5.785705 -4.624409 0.1 0.3 0.4 0.316
H -5.697708 4.719812 -5.757022 -0.8 -0.7 0.2 0.327
H -5.096221 6.184736 -6.420731 0.5 -0.4 0.9 0.338
O 6.182443 -0.452268 -1.580038 0.2 0.1 -0.5 -0.753
S 5.588804 -0.446349 -0.286436 0.6 -1.0 1.8 0.986
O 4.236275 -0.833573 -0.094369 -0.6 0.4 -0.2 -0.669
O 6.337578 -1.501933 0.694283 -0.4 0.9 -0.5 -0.079
C 7.672853 -1.892527 0.363317 1.0 0.3 1.1 -0.405
C 7.638485 -3.076087 -0.539431 -1.3 -0.5 1.0 -1.060
C 5.975119 1.086140 0.502590 -0.1 0.2 1.2 -0.905
H 8.189337 -2.099007 1.350087 -0.6 0.3 -1.1 0.364
H 8.177483 -1.073150 -0.160757 0.1 0.0 0.3 0.345
H 8.628870 -3.344457 -0.782103 1.1 -0.3 -0.8 0.467
H 7.015011 -2.783594 -1.373885 0.2 -0.4 -0.5 0.258
H 7.186998 -3.935898 -0.014049 0.0 0.3 -0.3 0.212
H 5.515929 1.889966 -0.060698 -0.1 0.0 -0.2 0.260
H 7.067126 1.213095 0.492350 -0.4 -0.1 0.0 0.555
H 5.569903 1.131804 1.560900 0.5 -0.3 -1.4 0.151
N -5.045376 -1.202821 2.123117 0.5 -0.9 0.4 -0.129
C -4.768212 -0.941783 0.818678 -0.9 0.3 1.9 -0.329
C -5.315597 -1.627313 -0.213445 -1.0 -1.5 -0.2 -0.663
C -6.119726 -2.735840 0.092948 -0.5 -0.2 0.5 -0.554
C -6.327340 -3.099698 1.425393 0.7 0.1 0.2 -0.567
C -5.729209 -2.314277 2.452852 -0.8 0.0 -1.6 -0.430
H -4.207351 -0.052919 0.621275 0.5 0.4 0.1 0.541
H -5.175127 -1.319243 -1.219893 0.2 0.1 -0.7 0.767
H -6.662645 -3.329250 -0.654402 0.5 0.4 0.0 0.412
H -6.911585 -4.008678 1.632255 0.3 0.6 0.1 0.361
H -5.942139 -2.600860 3.507933 0.5 0.7 -0.7 0.435
N 0.019536 -3.737135 4.965348 -0.6 0.2 0.7 -0.485
C -0.956335 -3.358136 5.804910 0.8 0.4 -0.3 -0.257
C -2.304201 -3.332746 5.482044 -1.2 -1.1 -0.1 -0.454
C -2.630915 -3.662625 4.173843 0.9 -0.1 -0.8 -0.110
C -1.583194 -3.923055 3.232857 -2.0 -0.5 0.5 -0.615
C -0.315793 -4.075457 3.712775 0.9 1.2 0.6 -0.202
H -0.630343 -2.945751 6.749674 0.1 -0.4 0.3 0.426
H -3.135252 -3.273917 6.236332 1.2 0.4 -0.7 0.318
H -3.675484 -3.737548 3.885888 0.2 0.2 -0.2 0.444
H -1.805363 -4.148569 2.192585 -0.1 0.1 0.2 0.451
H 0.546884 -4.265353 3.085467 -0.2 -0.4 -0.2 0.478
N 0.201647 -5.733772 -2.657330 -0.3 -1.3 0.0 -0.581
C 0.939767 -6.437893 -3.521778 0.1 -1.7 -0.6 -0.429
C 1.816785 -5.893285 -4.464155 -0.2 0.8 0.7 -0.438
C 1.952792 -4.472379 -4.449237 0.1 -2.0 -1.3 -0.453
C 1.189193 -3.778356 -3.563330 -1.2 1.0 0.4 0.227
C 0.296454 -4.440700 -2.699920 0.7 1.2 -0.4 -0.317
H 0.745428 -7.554899 -3.496663 0.4 1.4 0.0 0.329
H 2.371155 -6.521225 -5.170858 -0.3 0.3 0.4 0.413
H 2.528458 -4.026506 -5.267599 0.0 0.2 0.7 0.419
H 1.105706 -2.701794 -3.598047 0.4 0.2 0.1 0.137
H -0.374278 -3.871810 -2.057021 0.2 0.0 0.0 0.621
N 1.847501 2.273094 5.430979 0.5 -1.0 0.2 0.105
C 2.676650 1.231962 5.732975 -1.1 1.2 -0.4 -0.077
C 2.991330 0.912198 7.011481 0.2 -1.3 1.9 -0.705
C 2.460407 1.676480 8.080730 0.8 -0.5 -1.0 -0.302
C 1.715282 2.792435 7.776494 -0.5 0.1 -0.6 -1.017
C 1.347255 2.978291 6.439080 1.0 0.6 -0.8 -0.057
H 3.035540 0.625680 4.925670 0.2 -0.1 -0.5 0.462
H 3.596501 -0.010996 7.243870 -0.7 1.2 -0.4 0.342
H 2.725542 1.339925 9.063975 -0.1 0.4 0.5 0.425
H 1.412616 3.576222 8.448333 -0.2 -0.3 0.6 0.417
H 0.726693 3.821108 6.094483 0.3 -0.4 0.6 0.523
N -3.030916 2.787748 5.378602 -2.2 -1.2 0.3 -0.663
C -1.751083 2.619226 5.290011 1.9 -0.7 -1.1 -0.355
C -1.096316 1.464869 4.793034 -2.2 -0.4 0.0 0.163
C -1.922501 0.416065 4.361776 -0.1 0.1 0.5 -0.235
C -3.330501 0.508046 4.511700 1.0 2.5 0.8 -0.315
C -3.829674 1.726864 5.069010 3.0 -0.9 -0.9 -0.558
H -1.184149 3.512448 5.456044 0.4 0.3 0.4 0.392
H -0.039291 1.377919 4.702940 0.4 0.2 0.0 0.296
H -1.439964 -0.484874 3.956046 -0.4 0.3 0.1 0.480
H -4.002665 -0.210369 4.111379 -0.4 -0.7 -0.1 0.478
H -4.840642 1.886061 5.229902 -1.9 0.2 0.1 0.466
N 1.061507 2.134904 -4.180992 0.0 0.0 0.2 -0.194
C 1.655532 1.067829 -4.707560 0.3 0.7 -1.5 -0.521
C 2.834871 0.550406 -4.192764 -0.9 0.8 0.5 -1.035
C 3.355736 1.119046 -3.036010 1.0 -1.0 -1.3 0.208
C 2.777880 2.237691 -2.515471 0.7 1.2 1.4 -0.001
C 1.633633 2.720251 -3.127706 -1.3 -0.9 0.4 -0.672
H 1.234081 0.811553 -5.712117 0.4 -0.4 1.1 0.344
H 3.367015 -0.227533 -4.659987 0.3 -1.0 -0.5 0.643
H 4.285914 0.657685 -2.714099 -0.2 0.4 0.5 0.453
H 3.260219 2.747173 -1.640165 -0.8 -0.4 -0.8 0.237
H 0.948263 3.414891 -2.663434 0.5 0.8 0.1 0.513
```
Positions in Å, forces in eV/Å.


# 2
Computed, not measured: a cluster of 2 separate species, C4H14N2O2 in total, with ωB97M-V/def2-TZVPD.

As for the HOMO energy: -8.85 eV. The calculation puts the frontier orbital gap at 9.6450 eV. The calculation puts the LUMO energy at 0.80 eV. As for the energy: -420.70269 Eh. The calculation puts the energy relative to the best compared isomer or geometry (same formula, charge and spin) at 2.787 eV.

```
22
Properties=species:S:1:pos:R:3:forces:R:3:nbo_charge:R:1
C 0.579344 1.082168 0.064416 -0.8 1.5 -0.5 -0.241
N -0.340406 1.896022 -0.815295 0.1 -2.6 1.9 -0.660
C 0.357637 2.799129 -1.573966 -2.1 2.2 -3.2 0.103
O 0.617841 2.207690 -2.917270 3.1 2.4 1.5 -0.770
C -0.162566 -0.115376 0.575078 -0.8 -1.3 2.7 -0.244
N -0.002254 -1.395224 -0.120633 -0.6 -0.5 -0.1 -0.635
C -0.837329 -2.517541 0.467929 -0.5 1.6 -0.7 -0.415
H 0.681465 1.823116 0.915757 0.6 -1.2 -0.7 0.205
H 1.591228 0.828260 -0.423201 -1.5 0.3 0.7 0.205
H -1.028558 1.312842 -1.331639 0.9 0.8 0.4 0.362
H -0.436537 3.722596 -1.708914 2.5 -1.6 -0.1 0.150
H 1.352328 3.111575 -1.125080 -1.4 -0.3 -0.7 0.195
H -0.073925 1.706359 -3.268225 -2.0 -0.9 -0.3 0.459
H 0.281533 -0.274656 1.599450 -0.4 -0.2 -0.7 0.192
H -1.279015 0.085373 0.844689 1.6 0.2 -0.8 0.172
H -0.130911 -1.306278 -1.139576 -0.2 -0.2 0.8 0.355
H -1.993796 -2.290050 0.464691 2.0 -0.5 -0.1 0.172
H -0.535964 -2.684696 1.508196 -0.1 0.5 -0.4 0.181
H -0.569899 -3.431111 -0.072727 -0.5 0.2 -0.1 0.208
H -0.449846 -3.592581 3.009294 0.5 0.1 0.1 0.471
H 0.799023 -2.799003 3.519766 1.7 0.4 -0.9 0.473
O -0.046719 -3.108641 3.737055 -2.2 -0.7 1.1 -0.937
```
Positions in Å, forces in eV/Å.


Question: Which formula does entry 1 have?
Answer: C55H74F12N6O17S3


Question: Among the records above, which one has the highest frontier orbital gap?
Answer: C4H14N2O2


Question: What is the formula in the second record?
Answer: C4H14N2O2


Question: The highest energy relative to the best compared isomer or geometry (same formula, charge and spin) belongs to which entry?
Answer: C4H14N2O2